The following is a quantum chemistry calculation of a gas-phase ion, C6H14N5 (charge +1) at a distorted geometry, from the Open Molecules 2025 dataset.

Last columns: bonded neighbours and bond lengths (Å).
Element x y z (Å)
1 C -0.80032 3.32723 -0.42144  C2 1.326, H12 1.087, H13 1.059
2 C -0.12879 2.20845 -0.65855  C1 1.326, N3 1.371, C4 1.767
3 N 0.71170 1.85492 -1.68288  C2 1.371, H14 1.027, H15 1.023
4 C -0.38000 0.86496 0.46081  C2 1.767, N5 1.416, C8 1.495, H16 1.037
5 N -1.71640 0.39564 0.47408  C4 1.416, C6 1.516, H17 0.992
6 C -1.73409 -0.67866 -0.59609  N5 1.516, N7 1.451, H18 1.121, H19 1.036
7 N -0.41617 -0.98284 -1.12253  C6 1.451, C8 1.516, H20 1.053
8 C 0.39269 -0.31887 -0.02597  C4 1.495, N7 1.516, N9 1.449, H21 1.071
9 N 0.58098 -1.31527 1.00958  C8 1.449, C10 1.311, H22 1.046
10 C 1.60655 -2.13260 1.00801  N9 1.311, N11 1.341, H23 1.049
11 N 1.71785 -3.18209 1.83588  C10 1.341, H24 1.006, H25 1.007
12 H -0.65515 4.31940 -0.84221  C1 1.087
13 H -1.58932 3.25868 0.28151  C1 1.059
14 H 1.09341 2.56823 -2.31563  N3 1.027
15 H 1.46654 1.17162 -1.58864  N3 1.023
16 H -0.10534 1.24309 1.38663  C4 1.037
17 H -2.46048 1.05021 0.42502  N5 0.992
18 H -2.12864 -1.64309 -0.18376  C6 1.121
19 H -2.36030 -0.50153 -1.40276  C6 1.036
20 H -0.12590 -0.51301 -2.01883  N7 1.053
21 H 1.40709 -0.04655 -0.23404  C8 1.071
22 H -0.09334 -1.73687 1.68926  N9 1.046
23 H 2.30110 -2.02257 0.22938  C10 1.049
24 H 2.49628 -3.81835 1.87258  N11 1.006
25 H 0.92004 -3.37014 2.42059  N11 1.007

## Properties
HOMO level = -11.25 eV
HOMO-LUMO gap = 7.65 eV
structure (SMILES) = C=C(N)[C@H]1NCN[C@@H]1NC=[NH2+]
total charge = +1
electronic energy = -510.491150 Ha